The following is a DFT calculation (ωB97M-V/def2-TZVPD) of C26H38BF6N9O3SSbSiSm as an isolated structure in a non-equilibrium geometry.

The geometry in XYZ format:
```
87
Properties=species:S:1:pos:R:3:forces:R:3:lowdin_charge:R:1
Sm 0.249 -0.098 0.551 -0.8159 0.2528 -1.0791 1.854
C 2.902 3.761 1.109 0.0341 0.0632 0.0255 -0.005
C 1.973 2.794 1.496 -0.0900 0.0733 0.0491 -0.126
N 1.756 1.922 0.519 0.1834 -0.2412 0.3087 -0.093
N 2.571 2.279 -0.505 -0.1483 0.0295 -0.2400 0.013
C 3.247 3.405 -0.172 0.0194 0.0555 -0.0682 -0.031
B 2.580 1.497 -1.835 0.3701 -0.1218 0.1969 -0.576
N 1.022 1.682 -2.385 0.2308 0.2632 -0.2119 0.123
C 0.548 2.090 -3.660 0.0953 0.0792 -0.0485 0.036
C -0.738 2.433 -3.524 0.0904 -0.0270 0.0552 0.033
C -1.040 2.279 -2.093 -0.8835 0.2376 0.3994 -0.547
N 0.124 1.696 -1.506 0.0803 -0.5330 -0.4916 0.036
N 2.846 -0.010 -1.618 -0.2633 0.1029 -0.1409 0.031
C 3.901 -0.724 -2.057 0.1184 0.0024 -0.0127 -0.010
C 3.824 -1.996 -1.528 0.0729 -0.0507 -0.1632 0.004
C 2.657 -1.993 -0.779 0.0500 -0.0049 0.0510 -0.140
N 2.064 -0.796 -0.837 0.0974 -0.0177 0.0725 -0.120
N 3.599 2.060 -2.782 -0.1054 -0.0145 0.2075 -0.033
C 4.927 2.241 -2.496 -0.1118 -0.0097 0.0708 -0.105
C 5.562 2.566 -3.656 0.0647 0.0443 -0.2544 -0.031
C 4.540 2.549 -4.632 0.0326 0.0110 -0.1397 -0.116
N 3.370 2.233 -4.114 0.1656 -0.0278 0.1407 0.065
H 3.270 4.595 1.686 -0.0387 -0.0929 -0.0896 0.118
H 1.467 2.701 2.445 0.0242 -0.0368 -0.0324 0.106
H 3.917 3.885 -0.867 -0.0556 -0.0597 0.0567 0.129
H 1.239 2.130 -4.485 0.0753 -0.0532 0.0480 0.114
H -1.407 2.836 -4.271 0.0846 -0.0307 0.0587 0.143
H -1.062 3.293 -1.645 0.2320 -0.0083 -0.0510 0.180
H 4.646 -0.290 -2.704 -0.0786 0.0096 0.0256 0.136
H 4.520 -2.808 -1.671 -0.0770 0.0770 0.0003 0.120
H 2.224 -2.797 -0.206 -0.0302 0.0659 0.0427 0.118
H 5.319 2.108 -1.497 -0.0716 0.0103 -0.0907 0.137
H 6.608 2.789 -3.797 -0.1176 -0.0300 0.0275 0.112
H 4.621 2.755 -5.691 -0.0121 -0.0191 0.1233 0.117
C -3.475 -0.992 0.797 -0.0018 -0.1141 0.0579 -0.033
O -2.110 -1.015 1.235 0.0812 0.1210 0.0768 -0.308
C -1.751 -2.270 1.817 0.1158 -0.0213 -0.0838 -0.174
C -1.281 -3.219 0.727 0.0237 0.0599 -0.0110 -0.145
O -0.562 -2.473 -0.268 0.1150 0.2337 -0.1123 -0.264
C -0.548 -3.164 -1.533 0.0283 -0.0825 0.0617 -0.143
C -0.138 -2.272 -2.680 -0.1070 0.2750 0.0663 -0.180
O -0.936 -1.094 -2.773 0.0463 -0.1053 0.0090 -0.225
C -2.148 -1.330 -3.493 0.1202 -0.0623 0.0612 -0.078
H -4.119 -0.687 1.622 -0.0035 0.0001 0.0290 0.116
H -3.564 -0.292 -0.023 0.0028 0.0383 -0.0559 0.033
H -3.777 -1.979 0.446 0.0020 0.0182 -0.0213 0.109
H -0.969 -2.076 2.542 0.0729 0.0446 0.0985 0.090
H -2.593 -2.704 2.352 -0.0694 -0.0230 0.0700 0.150
H -0.642 -3.988 1.160 0.0569 -0.1115 0.0092 0.148
H -2.127 -3.704 0.246 -0.1088 -0.0472 -0.0835 0.129
H 0.138 -4.012 -1.473 0.0122 -0.0577 -0.0170 0.147
H -1.551 -3.553 -1.710 -0.0965 -0.0508 0.0265 0.127
H 0.893 -1.956 -2.577 0.0430 0.0785 -0.0326 0.101
H -0.216 -2.863 -3.597 0.0079 -0.0352 -0.0427 0.143
H -1.924 -1.695 -4.499 -0.0061 0.0051 0.0129 0.104
H -2.784 -2.058 -2.983 -0.0114 0.0198 -0.0027 0.096
H -2.691 -0.392 -3.570 0.0301 0.0337 0.0266 0.058
C -5.317 4.584 -1.276 -0.0457 0.1843 -0.1547 -0.165
Si -5.529 2.978 -0.378 0.0984 -0.1270 0.0516 0.518
C -6.843 3.054 0.933 -0.1071 0.1470 0.1553 -0.175
C -5.915 1.546 -1.525 0.0674 -0.0747 -0.1279 -0.184
C -3.884 2.684 0.586 0.0053 -0.0290 0.1200 -0.207
C -3.857 3.065 1.936 -0.0838 -0.0893 -0.0321 -0.033
C -2.720 2.900 2.706 -0.1307 0.1405 -0.0266 -0.004
C -1.618 2.319 2.118 0.1457 0.0926 -0.0013 -0.126
N -1.598 1.896 0.848 -0.0127 -0.1660 0.0256 -0.021
C -2.700 2.120 0.112 0.0376 0.1463 0.0156 -0.569
S -2.635 1.586 -1.596 0.0250 -0.2381 -0.0817 1.054
H -6.259 4.895 -1.740 0.1137 -0.0268 0.0289 0.050
H -4.566 4.505 -2.068 -0.0586 0.0250 0.0610 0.030
H -5.009 5.377 -0.588 -0.0323 -0.0501 -0.0707 0.045
H -7.833 3.017 0.466 0.1050 0.0072 0.0357 0.049
H -6.800 3.980 1.517 -0.0304 -0.1171 -0.0404 0.044
H -6.773 2.208 1.625 -0.0518 0.0552 -0.0547 0.047
H -6.990 1.340 -1.494 0.1041 0.0507 -0.0186 0.045
H -5.410 0.618 -1.242 -0.0522 0.0280 -0.0170 0.010
H -5.650 1.773 -2.563 -0.0115 -0.0571 0.1149 0.034
H -4.742 3.505 2.385 0.0839 -0.0448 -0.0309 0.108
H -2.683 3.209 3.743 0.0029 -0.0054 -0.0713 0.128
H -0.711 2.191 2.687 0.0260 -0.1217 0.0458 0.088
F 0.273 0.128 2.731 0.4812 0.1621 0.7139 -0.457
Sb 1.961 -0.859 3.395 -0.2177 -0.1142 -0.5016 1.473
F 1.245 -1.971 1.924 0.0053 0.0297 0.1140 -0.398
F 3.458 -1.831 3.822 0.1375 -0.2256 0.0667 -0.277
F 0.803 -1.746 4.517 -0.1974 -0.1465 0.3131 -0.284
F 2.228 0.669 4.386 0.0917 0.1596 0.2998 -0.288
F 2.783 -0.102 1.874 -0.0741 0.1895 0.0788 -0.334
```
Forces are in eV/Å.

## Properties
LUMO level (alpha / beta): -7.187 / -7.179 eV
Energy above the lowest of the compared OMol25 structures with the same formula, charge and spin: 0.969 eV
Highest occupied orbital energy (alpha / beta): -14.204 / -14.204 eV
Calculated total energy: -107262.128 eV
Orbital gap (alpha / beta): 7.02 / 7.03 eV
Total charge: +2
Expectation value of S²: 8.76
Multiplicity: 6
Maximum force: 1.376 eV Å⁻¹



The following is a DFT calculation (ωB97M-V/def2-TZVPD) of C6H9N in the gas phase.

The geometry in XYZ format:
```
16
Properties=species:S:1:pos:R:3:forces:R:3:nbo_charge:R:1
C 3.076 0.470 0.000 0.1026 0.0534 0.0549 -0.669
C 1.969 -0.519 -0.076 -0.3447 0.0647 0.0665 -0.116
C 0.763 -0.567 -0.496 0.1552 0.2976 0.0334 -0.358
C -0.539 -0.869 -0.821 0.0555 -0.0277 -0.0937 -0.128
N -1.616 -0.772 0.093 0.2040 -0.0590 -0.0528 -0.406
C -2.698 0.114 -0.316 -0.2567 0.1038 -0.1415 -0.248
C -1.767 0.502 0.772 0.0456 0.2157 0.2073 -0.249
H 3.772 0.343 -0.837 -0.1569 -0.0672 0.1134 0.234
H 3.652 0.330 0.919 -0.0489 0.0453 -0.1569 0.225
H 2.707 1.506 -0.027 0.0193 -0.1443 -0.0290 0.205
H -0.782 -1.290 -1.793 0.1081 -0.0769 0.1875 0.213
H 0.891 -1.723 -0.273 0.0211 -0.2622 -0.1887 0.492
H -3.705 -0.226 -0.083 0.1905 0.0230 -0.0267 0.204
H -2.586 0.621 -1.273 -0.0127 -0.0556 0.1588 0.196
H -1.019 1.262 0.547 -0.1364 -0.0875 0.0438 0.199
H -2.088 0.454 1.809 0.0543 -0.0232 -0.1762 0.206
```
Forces are in eV/Å.

## Properties
LUMO level (alpha / beta): 0.997 / 0.998 eV
Energy above the lowest of the compared OMol25 structures with the same formula, charge and spin: 7.048 eV
Highest occupied orbital energy (alpha / beta): -6.743 / -6.741 eV
Calculated total energy: -7851.112 eV
Orbital gap (alpha / beta): 7.74 / 7.74 eV
Total charge: 0
Maximum force: 0.357 eV Å⁻¹



no.,M (g/mol)
1,981.72
2,95.14